DFT (the ωB97M-V functional and the def2-TZVPD basis) results for a 2-piece molecular cluster, C6H13NO2 overall.

Geometry as XYZ:
```
22
Properties=species:S:1:pos:R:3:mulliken_charge:R:1
C -1.034 1.047 0.369 1.18
C -0.596 -0.831 -1.118 -0.88
C 0.302 1.702 0.051 -1.37
C -1.394 1.161 1.846 -1.46
C 1.507 -2.078 0.164 -0.87
C 1.860 -1.171 -0.911 0.43
O -1.046 -0.372 0.105 -0.30
O -1.994 1.685 -0.446 -0.56
N 2.560 -1.074 -1.908 -0.55
H -2.861 1.310 -0.245 0.36
H 2.954 -1.911 -2.365 0.23
H -1.136 -1.728 -1.409 0.40
H -0.514 -0.089 -1.905 0.37
H 1.114 1.175 0.549 0.31
H 0.498 1.695 -1.018 0.36
H 0.274 2.739 0.381 0.42
H -2.345 0.660 2.036 0.39
H -0.629 0.692 2.463 0.33
H -1.483 2.211 2.121 0.37
H 0.540 -2.492 -0.243 0.30
H 2.303 -2.780 0.443 0.36
H 1.119 -1.550 1.039 0.20
```

The energy above the lowest of the compared OMol25 structures with the same formula, charge and spin is 505.8 kJ/mol. The charge is 0. The value obtained for the electronic energy is -441.48738 Ha. The maximum force is 1.41 eV/Å. For the highest occupied orbital energy (spin up / spin down), the calculation gives -7.007 / -7.478 eV.